Entry 1:
{"formula": "C4H11NOSn", "method": "ωB97M-V with the def2-TZVPD basis set", "elements": ["Sn", "C", "C", "C", "O", "C", "N", "H", "H", "H", "H", "H", "H", "H", "H", "H", "H", "H"], "coordinates": [[2.058872, 2.788033, -0.524358], [0.248511, -1.565727, 1.670746], [0.418805, -0.223077, 0.804693], [-0.376865, -0.282349, -0.509139], [-0.132216, 0.869397, -1.234808], [-0.575086, 0.858882, -2.529999], [0.181100, 0.920850, 1.588011], [0.316326, -2.507548, 1.126252], [-0.753291, -1.557879, 2.100217], [1.005153, -1.733776, 2.437131], [1.459468, -0.182166, 0.483066], [-1.402854, -0.514290, -0.223372], [-0.027148, -1.218542, -0.944268], [-1.660468, 0.923868, -2.453689], [-0.430628, -0.071432, -3.079313], [-0.258645, 1.760425, -3.054584], [-0.779733, 0.881115, 1.896743], [0.708699, 0.854217, 2.446670]], "atomic_forces_ev_per_a": [[-0.6, -0.3, -0.6], [-0.5, -0.9, 1.4], [1.0, 0.6, -2.5], [-0.1, -2.0, 2.3], [2.6, 1.2, 2.5], [-2.5, 0.2, -2.5], [-0.8, -2.8, 1.1], [0.1, 0.4, -1.3], [0.0, 0.3, 0.2], [0.0, 0.8, 0.2], [0.8, -0.4, 0.3], [-0.7, 0.8, -0.5], [0.1, 0.2, -0.8], [-0.3, 0.2, -0.3], [0.8, 0.0, 0.0], [0.3, -0.3, -0.1], [-1.2, 1.3, -0.2], [1.0, 0.9, 0.6]], "charge": 3, "multiplicity": 2, "total_energy_ev": -13656.6678, "largest_force_ev_per_a": 3.8, "lumo_ev": [-16.32, -17.27], "s_squared": 0.76}



Entry 2:
{"formula": "C3H4O3", "method": "ωB97M-V with the def2-TZVPD basis set", "elements": ["O", "C", "C", "O", "C", "O", "H", "H", "H", "H"], "coordinates": [[0.898589, 0.190204, 1.869599], [1.033959, -0.371155, 0.811865], [0.287362, 0.037848, -0.458294], [-0.116963, -1.093855, -1.167258], [-0.913685, 0.850952, -0.003405], [-2.027645, 0.401343, -0.140731], [1.694557, -1.248507, 0.696125], [0.970392, 0.635704, -1.083819], [-1.078844, -1.160877, -1.012515], [-0.718696, 1.811903, 0.497485]], "atomic_forces_ev_per_a": [[0.1, -0.1, -0.3], [0.1, 0.1, 0.3], [0.0, 0.1, 0.1], [-0.2, -0.1, 0.1], [-0.4, -0.1, -0.1], [0.5, 0.3, 0.0], [0.0, 0.0, 0.0], [-0.2, 0.1, 0.2], [0.2, 0.0, -0.1], [-0.1, -0.1, -0.1]], "e_above_lowest_kj_mol": 153.9, "total_energy_ev": -9317.1058, "largest_force_ev_per_a": 0.6, "lumo_ev": 0.54}



Entry 3:
{"formula": "C8H9FN3S", "method": "ωB97M-V with the def2-TZVPD basis set", "elements": ["N", "C", "C", "C", "N", "C", "F", "C", "C", "C", "C", "S", "N", "H", "H", "H", "H", "H", "H", "H", "H", "H"], "coordinates": [[2.357680, -1.901388, -0.080397], [1.676823, -0.821822, 0.269717], [2.385322, 0.508826, 0.540381], [1.464597, 1.619148, 0.098251], [0.207447, 1.570763, 0.122724], [-0.454449, 0.379055, 0.699682], [-0.366550, 0.451652, 2.089647], [-1.898145, 0.283890, 0.360573], [-2.669756, 1.246752, -0.195698], [-3.937258, 0.780316, -0.467191], [-4.162798, -0.515751, -0.172664], [-2.743704, -1.288313, 0.507352], [0.317759, -0.819310, 0.369397], [3.295220, -2.123756, -0.389032], [1.726756, -2.666929, 0.029845], [3.289954, 0.656377, 0.066498], [2.381801, 0.728089, 1.565757], [1.979343, 2.311588, -0.539427], [-2.415140, 2.234705, -0.594792], [-4.633748, 1.573487, -0.620629], [-5.031143, -1.083422, -0.518397], [-0.345525, -1.564718, 0.533030]], "atomic_forces_ev_per_a": [[-2.1, -0.2, 0.8], [0.0, 1.4, 0.2], [-3.5, -0.7, -0.8], [-0.5, -1.3, -1.4], [-1.0, -0.2, 0.2], [1.5, 1.6, 0.8], [0.2, 0.3, 0.2], [0.8, -1.1, -0.5], [1.5, 0.3, -0.3], [-1.3, 0.4, 0.7], [-0.1, -1.0, -0.6], [-0.4, 2.0, -0.6], [1.2, 0.3, 0.0], [0.1, 0.9, 0.4], [0.2, -1.3, -0.6], [2.1, -0.3, -0.7], [0.7, -0.5, 1.9], [-0.2, 1.2, 0.3], [0.5, -0.4, 0.8], [-1.1, -0.3, -0.9], [0.3, 0.1, 0.8], [0.9, -1.2, -0.6]], "e_above_lowest_kj_mol": 34.5, "charge": 1, "total_energy_ev": -26456.9153, "largest_force_ev_per_a": 3.7, "lumo_ev": -3.99}